# C24H23BClNPTi

A molecular structure, C24H23BClNPTi in a non-equilibrium geometry (the ωB97M-V functional and the def2-TZVPD basis, the OMol25 dataset).

Last column: Löwdin charge in e.
Geometry (Å):
C  -3.145  0.709  2.836  -0.09
C  -2.178  1.132  1.866  -0.13
C  -2.630  0.697  0.571  -0.16
H  -1.325  1.766  2.082  0.11
C  -3.840  -0.075  0.759  -0.15
C  -4.192  0.008  2.140  -0.10
H  -5.127  -0.332  2.586  0.15
H  -3.099  0.919  3.904  0.15
H  -2.195  0.957  -0.392  0.12
H  -4.438  -0.549  -0.022  0.15
Ti  -2.240  -1.110  1.778  0.83
Cl  -1.684  -2.522  0.178  0.21
P  0.697  -0.051  -0.503  1.05
C  0.351  0.613  -2.196  -0.39
C  0.980  1.747  -2.741  -0.08
H  1.698  2.316  -2.147  0.11
C  0.706  2.129  -4.058  -0.06
H  1.216  3.000  -4.475  0.11
C  -0.204  1.391  -4.824  -0.07
H  -0.411  1.688  -5.849  0.11
C  -0.855  0.276  -4.276  -0.08
H  -1.566  -0.303  -4.872  0.11
C  -0.594  -0.109  -2.963  -0.12
H  -1.090  -0.978  -2.520  0.08
C  1.741  1.328  0.147  -0.39
C  1.042  2.432  0.685  -0.13
H  -0.049  2.446  0.655  0.07
C  1.748  3.509  1.218  -0.08
H  1.195  4.346  1.648  0.11
C  3.150  3.508  1.185  -0.07
H  3.698  4.358  1.591  0.11
C  3.846  2.427  0.639  -0.06
H  4.938  2.427  0.594  0.11
C  3.148  1.324  0.135  -0.07
H  3.691  0.479  -0.289  0.11
C  2.008  -1.283  -0.929  -0.39
C  2.628  -1.376  -2.189  -0.08
H  2.322  -0.715  -3.003  0.11
C  3.655  -2.303  -2.391  -0.06
H  4.142  -2.352  -3.368  0.11
C  4.053  -3.146  -1.347  -0.07
H  4.856  -3.862  -1.508  0.11
C  3.417  -3.080  -0.099  -0.08
H  3.722  -3.739  0.718  0.11
C  2.387  -2.166  0.110  -0.12
H  1.875  -2.107  1.074  0.09
B  -5.051  -2.762  4.953  -0.36
C  -3.887  -2.401  4.048  -0.14
N  -3.007  -2.108  3.325  0.02
H  -6.021  -2.940  4.218  0.05
H  -5.245  -1.795  5.685  0.04
H  -4.841  -3.767  5.629  0.05

Results
Electronic energy in eV: -72347.21167
Charge: +1


# C24H23F12N6O2Pt

A molecular structure, C24H23F12N6O2Pt in a non-equilibrium geometry (the ωB97M-V functional and the def2-TZVPD basis, the OMol25 dataset).

Last column: Löwdin charge in e.
Geometry (Å):
Pt  -0.582  0.063  0.134  1.18
C  4.214  -0.092  5.246  -0.07
C  3.480  -0.020  3.935  -0.29
C  4.014  -0.539  2.760  -0.06
C  3.308  -0.513  1.578  -0.02
C  2.012  0.038  1.488  -0.21
N  1.346  0.014  0.292  -0.12
C  2.000  0.020  -0.935  -0.23
C  3.062  0.912  -1.136  -0.02
C  3.761  0.960  -2.324  -0.05
C  3.417  0.127  -3.380  -0.28
C  4.161  0.162  -4.689  -0.07
C  2.343  -0.734  -3.200  0.00
C  1.608  -0.806  -2.018  -0.05
C  0.417  -1.802  -1.915  -0.35
O  -0.417  -1.686  -0.842  -0.29
C  1.018  -3.230  -1.801  -0.55
F  0.080  -4.162  -1.576  0.15
F  1.883  -3.284  -0.784  0.16
F  1.686  -3.624  -2.910  0.13
C  -0.488  -1.695  -3.184  -0.54
F  -1.574  -2.487  -3.060  0.12
F  -0.936  -0.443  -3.325  0.15
F  0.071  -2.047  -4.363  0.12
C  1.465  0.591  2.678  -0.06
C  2.213  0.536  3.852  -0.01
C  0.088  1.298  2.674  -0.37
O  -0.381  1.614  1.442  -0.30
C  -0.938  0.437  3.485  -0.55
F  -2.132  1.058  3.557  0.14
F  -0.553  0.194  4.758  0.13
F  -1.147  -0.760  2.934  0.13
C  0.206  2.694  3.378  -0.54
F  -0.835  3.490  3.080  0.13
F  1.307  3.340  2.967  0.15
F  0.260  2.656  4.727  0.13
H  5.296  -0.094  5.096  0.07
H  3.966  -0.998  5.808  0.07
H  3.968  0.759  5.884  0.07
H  5.004  -0.987  2.771  0.10
H  3.746  -0.945  0.688  0.11
H  3.331  1.562  -0.313  0.12
H  4.582  1.661  -2.436  0.10
H  5.126  0.658  -4.578  0.07
H  3.602  0.701  -5.459  0.07
H  4.344  -0.845  -5.069  0.07
H  2.079  -1.384  -4.022  0.11
H  1.784  0.954  4.754  0.11
C  -5.679  -0.238  -2.321  -0.07
N  -4.832  -0.854  -1.310  -0.17
C  -4.511  -2.241  -1.594  -0.06
C  -3.869  -0.073  -0.667  -0.40
N  -2.745  -0.511  -0.253  0.08
N  -4.335  1.220  -0.451  0.12
C  -3.573  2.250  0.127  -0.52
N  -4.358  3.100  0.904  0.12
N  -2.334  2.294  -0.050  0.12
H  -6.368  -0.999  -2.686  0.08
H  -5.104  0.144  -3.172  0.10
H  -6.284  0.576  -1.928  0.07
H  -5.442  -2.796  -1.704  0.08
H  -3.961  -2.686  -0.768  0.09
H  -3.915  -2.355  -2.505  0.09
H  -2.525  -1.445  -0.580  0.03
H  -5.323  1.257  -0.273  0.12
H  -5.353  3.142  0.788  0.07
H  -3.907  3.921  1.265  0.09
H  -1.849  2.972  0.528  0.05

Results
Relative energy (zero: lowest compared OMol25 entry of this formula, charge and spin) in kJ/mol: 75.9
Charge: -1


# C24H23F4Si

2 unconnected molecules or ions with the total composition C24H23F4Si in a non-equilibrium geometry (the ωB97M-V functional and the def2-TZVPD basis, the OMol25 dataset).

Last column: Löwdin charge in e.
Geometry (Å):
F  2.716  -2.941  -1.560  0.10
C  2.787  -1.597  -1.446  -0.21
C  3.386  -0.846  -2.440  0.14
C  3.453  0.530  -2.333  -0.21
F  4.039  1.254  -3.313  0.10
C  2.912  1.156  -1.236  0.09
C  2.283  0.431  -0.204  -0.16
C  1.740  1.171  0.876  0.16
C  0.995  0.800  2.022  -0.17
C  0.594  1.829  2.898  0.07
C  -0.126  1.567  4.040  -0.21
F  -0.501  2.576  4.858  0.10
C  -0.471  0.265  4.349  0.14
C  -0.112  -0.773  3.509  -0.21
F  -0.452  -2.044  3.818  0.11
C  0.601  -0.509  2.364  0.09
C  2.254  -0.970  -0.345  0.09
H  3.800  -1.336  -3.303  0.15
H  2.976  2.229  -1.186  0.14
H  1.920  2.232  0.806  0.14
H  0.833  2.854  2.679  0.14
H  -1.026  0.058  5.246  0.15
H  0.814  -1.346  1.738  0.11
H  1.844  -1.606  0.408  0.11
C  4.523  -0.259  6.008  -0.18
Si  5.383  0.720  4.665  0.47
C  4.274  2.141  4.158  -0.17
C  6.984  1.405  5.355  -0.17
C  5.708  -0.391  3.218  -0.14
C  6.295  -0.004  2.095  -0.13
C  6.574  -0.862  0.937  -0.23
C  7.215  -0.327  -0.179  -0.05
C  7.501  -1.108  -1.279  -0.08
C  7.152  -2.443  -1.288  -0.09
C  6.516  -2.994  -0.195  -0.08
C  6.229  -2.214  0.906  -0.04
H  4.313  0.379  6.863  0.03
H  3.587  -0.660  5.628  0.02
H  5.158  -1.080  6.327  0.03
H  4.068  2.778  5.014  0.04
H  4.756  2.735  3.386  0.03
H  3.334  1.757  3.773  0.00
H  6.781  2.041  6.213  0.03
H  7.631  0.591  5.671  0.04
H  7.500  1.993  4.600  0.03
H  5.379  -1.401  3.364  0.05
H  6.608  1.024  2.019  0.10
H  7.492  0.713  -0.169  0.11
H  8.002  -0.676  -2.130  0.11
H  7.383  -3.053  -2.148  0.11
H  6.248  -4.038  -0.205  0.11
H  5.739  -2.659  1.752  0.10

Results
Electronic energy in eV: -44001.21419
Charge: +1